No. 1
Entry from the OMol25 dataset: a 2-piece molecular cluster, C5H10O2 overall (ωB97M-V/def2-TZVPD).

Atoms and positions in Å:
C1 -0.381 -2.089 0.511
C2 0.702 -1.308 -0.179
C3 0.456 -0.208 -0.887
O1 -0.820 0.253 -1.032
C4 -0.953 1.618 -1.369
H1 0.033 -2.906 1.106
H2 -0.977 -1.452 1.178
H3 -1.084 -2.513 -0.215
H4 1.736 -1.623 -0.071
H5 1.235 0.374 -1.383
H6 -0.819 2.271 -0.495
H7 -0.234 1.911 -2.144
H8 -1.967 1.750 -1.751
C5 0.767 0.977 1.679
O2 1.529 0.458 2.453
H9 -0.283 0.650 1.562
H10 1.062 1.834 1.037

Properties
charge: 0
Kohn-Sham gap: 9.5848 eV
ΔE to the lowest compared entry with this formula, charge and spin: 3.023 eV
max |F|: 0.0089 hartree/bohr
HOMO: -8.772 eV

No. 2
Entry from the OMol25 dataset: a single C4H3NO2 molecule (ωB97M-V/def2-TZVPD).

Atoms and positions in Å:
O1 1.834 -0.981 -0.078
C1 0.590 -0.778 -0.015
C2 -0.623 -1.409 0.218
C3 -1.634 -0.378 0.005
N1 -1.241 0.899 -0.181
C4 0.206 0.809 -0.071
O2 0.995 1.707 0.108
H1 -0.903 -2.466 -0.090
H2 -2.576 -0.816 -0.177
H3 -1.706 1.717 0.480

Properties
charge: 0
Kohn-Sham gap: 8.4974 eV
ΔE to the lowest compared entry with this formula, charge and spin: 2.352 eV
max |F|: 0.1232 hartree/bohr
HOMO: -9.506 eV

No. 3
Entry from the OMol25 dataset: a 2-piece molecular cluster, CH2Cl2N2 overall (ωB97M-V/def2-TZVPD).

Atoms and positions in Å:
N1 1.483 -0.431 -0.883
C1 1.295 -1.369 -0.159
N2 0.813 -2.181 0.584
Cl1 0.954 -3.845 0.455
H1 2.335 -0.077 -1.058
Cl2 -0.722 0.303 0.973
H2 -0.508 -0.338 2.066

Properties
charge: 0
Kohn-Sham gap: 10.3269 eV
ΔE to the lowest compared entry with this formula, charge and spin: 1.460 eV
max |F|: 0.0783 hartree/bohr
HOMO: -10.027 eV

No. 4
Entry from the OMol25 dataset: a 2-piece molecular cluster, C4H8N2OS overall (ωB97M-V/def2-TZVPD).

Atoms and positions in Å:
C1 0.132 -1.794 -0.936
C2 -1.341 0.020 0.069
C3 -1.045 1.388 0.827
C4 0.393 1.490 0.368
H1 2.797 -1.149 0.633
H2 -0.760 -2.274 -1.014
H3 -1.663 -0.746 0.764
H4 -2.111 0.142 -0.683
H5 -1.558 2.240 0.355
H6 -1.398 1.394 1.791
H7 0.670 1.885 -0.734
H8 1.129 2.141 0.960
N1 1.206 -2.479 -1.250
N2 -0.054 -0.432 -0.475
O1 0.826 0.047 0.494
S1 2.775 -1.874 -1.172

Properties
charge: 0
Kohn-Sham gap: 7.7545 eV
ΔE to the lowest compared entry with this formula, charge and spin: 6.388 eV
max |F|: 0.1007 hartree/bohr
HOMO: -8.036 eV

No. 5
Entry from the OMol25 dataset: a 4-piece molecular cluster, C3H13NO4 overall (ωB97M-V/def2-TZVPD).

Atoms and positions in Å:
C1 1.009 -1.206 -1.994
C2 0.396 0.057 -1.171
N1 1.043 0.152 0.189
C3 0.967 -0.828 1.110
O1 1.301 -0.687 2.283
H1 1.356 -1.898 -1.408
H2 1.922 -0.783 -2.471
H3 0.381 -1.713 -2.758
H4 0.435 1.086 -1.558
H5 -0.752 -0.165 -1.037
H6 1.030 1.214 0.461
H7 0.830 -1.924 0.843
O2 -0.288 3.179 -0.818
H8 -1.267 3.012 -0.645
H9 0.335 2.650 -0.476
O3 -0.522 1.677 2.492
H10 -0.140 1.930 3.388
H11 -0.404 0.688 2.518
O4 -2.249 -1.825 0.410
H12 -3.102 -1.953 0.728
H13 -2.279 -2.664 -0.085

Properties
charge: 0
Kohn-Sham gap: 10.0347 eV
ΔE to the lowest compared entry with this formula, charge and spin: 3.082 eV
max |F|: 0.1364 hartree/bohr
HOMO: -9.650 eV

No. 6
Entry from the OMol25 dataset: a 2-piece molecular cluster, C3H4O overall (ωB97M-V/def2-TZVPD).

Atoms and positions in Å:
C1 -0.233 -0.123 -0.177
C2 -0.550 0.373 -1.343
C3 0.535 -0.632 0.869
O1 -0.832 -0.479 1.031
H1 -1.558 0.678 -1.559
H2 0.195 0.480 -2.108
H3 1.080 -1.505 1.150
H4 1.364 1.209 2.136

Properties
charge: 0
Kohn-Sham gap (alpha / beta): 8.5392 / 9.6327 eV
ΔE to the lowest compared entry with this formula, charge and spin: 5.662 eV
max |F|: 0.0277 hartree/bohr
HOMO (alpha / beta): -8.870 / -9.775 eV

No. 7
Entry from the OMol25 dataset: a 2-piece molecular cluster, C17H24BrN3O3 overall (ωB97M-V/def2-TZVPD).

Atoms and positions in Å:
C1 2.993 1.276 -2.941
N1 1.975 1.614 -1.946
C2 2.056 1.517 -0.615
O1 1.142 1.954 0.072
C3 3.278 0.863 0.063
C4 2.863 -0.328 0.957
C5 2.088 -1.447 0.232
C6 2.960 -2.171 -0.796
C7 1.598 -2.481 1.246
N2 3.951 1.860 0.902
C8 5.249 1.968 1.181
C9 6.237 0.980 0.595
O2 5.653 2.866 1.902
H1 3.072 0.194 -3.050
H2 3.960 1.688 -2.649
H3 2.717 1.702 -3.907
H4 1.121 2.039 -2.276
H5 3.963 0.503 -0.700
H6 2.229 0.056 1.758
H7 3.751 -0.760 1.419
H8 1.221 -1.027 -0.275
H9 3.314 -1.476 -1.552
H10 2.372 -2.944 -1.292
H11 3.816 -2.634 -0.304
H12 1.020 -3.252 0.737
H13 2.442 -2.941 1.759
H14 0.953 -1.995 1.980
H15 3.358 2.552 1.339
H16 5.984 -0.026 0.922
H17 7.235 1.234 0.951
H18 6.215 1.043 -0.490
O3 -9.433 -0.958 -0.206
C10 -8.246 -0.753 -0.013
C11 -7.076 -1.470 -0.668
C12 -5.936 -0.660 -0.101
C13 -4.563 -0.775 -0.343
C14 -3.674 0.110 0.281
Br1 -1.797 -0.026 -0.053
C15 -4.165 1.102 1.142
C16 -5.542 1.214 1.384
C17 -6.415 0.326 0.759
N3 -7.791 0.227 0.826
H19 -7.129 -1.401 -1.757
H20 -7.031 -2.516 -0.358
H21 -4.182 -1.540 -1.012
H22 -3.468 1.785 1.620
H23 -5.923 1.980 2.052
H24 -8.411 0.924 1.225

Properties
charge: 0
Kohn-Sham gap: 8.9632 eV
ΔE to the lowest compared entry with this formula, charge and spin: 0.605 eV
max |F|: 0.0481 hartree/bohr
HOMO: -8.483 eV

No. 8
Entry from the OMol25 dataset: C30H44N2O3P2Pb as an isolated structure (ωB97M-V/def2-TZVPD).

Atoms and positions in Å:
Pb1 -0.546 -1.142 -1.382
P1 2.216 -0.709 -1.955
P2 -3.289 -0.462 -1.364
N1 -0.736 1.049 -3.152
H1 0.497 -3.196 0.997
C1 3.073 -2.132 -2.709
H2 4.157 -1.985 -2.633
H3 2.774 -2.211 -3.765
H4 2.784 -3.055 -2.186
C2 3.015 -0.563 -0.320
H5 4.105 -0.677 -0.403
H6 2.623 -1.344 0.344
H7 2.770 0.418 0.115
C3 2.829 0.757 -2.846
H8 3.927 0.798 -2.790
H9 2.385 1.641 -2.368
H10 2.495 0.713 -3.893
C4 -4.334 -1.790 -2.058
H11 -5.396 -1.562 -1.885
H12 -4.083 -2.750 -1.581
H13 -4.147 -1.875 -3.138
C5 -3.859 -0.403 0.376
H14 -4.950 -0.542 0.416
H15 -3.595 0.559 0.834
H16 -3.356 -1.208 0.932
C6 -3.936 1.066 -2.125
H17 -5.009 1.188 -1.910
H18 -3.768 1.025 -3.211
H19 -3.367 1.918 -1.726
C7 -0.654 1.728 -4.255
C8 -0.524 1.863 -6.738
C9 -0.606 1.112 -5.582
C10 -0.597 3.186 -4.256
C11 -0.514 3.922 -5.425
C12 -0.491 3.268 -6.674
H20 -0.487 1.358 -7.706
H21 -0.647 0.019 -5.609
H22 -0.628 3.672 -3.276
H23 -0.466 5.013 -5.372
H24 -0.443 3.854 -7.594
C13 -0.540 -3.561 0.821
O1 -1.287 -2.575 0.179
C14 -0.439 -4.860 0.024
H25 -0.532 -5.724 0.692
H26 0.533 -4.955 -0.475
H27 -1.233 -4.923 -0.729
C15 -1.164 -3.799 2.180
H28 -2.212 -4.093 2.038
H29 -1.149 -2.887 2.793
H30 -0.663 -4.604 2.730
C16 4.512 1.962 3.108
C17 3.627 0.741 3.163
C18 4.212 -0.511 2.991
C19 3.446 -1.672 2.957
C20 2.065 -1.573 3.040
C21 1.446 -0.321 3.250
N2 0.063 -0.345 3.469
C22 -0.956 0.593 3.274
C23 -2.091 0.537 4.117
C24 -3.108 1.479 3.994
C25 -3.002 2.504 3.046
C26 -1.912 2.528 2.164
C27 -0.940 1.531 2.221
C28 0.023 1.333 1.059
O2 0.858 2.212 0.786
O3 -0.152 0.198 0.459
C29 2.245 0.844 3.389
C30 1.663 2.163 3.774
H31 4.197 2.665 2.322
H32 4.522 2.508 4.062
H33 5.542 1.655 2.885
H34 5.293 -0.555 2.870
H35 3.927 -2.648 2.852
H36 1.429 -2.464 2.954
H37 -0.275 -1.213 3.882
H38 -2.150 -0.254 4.868
H39 -3.985 1.429 4.648
H40 -3.770 3.281 2.973
H41 -1.815 3.305 1.408
H42 1.522 2.791 2.881
H43 0.695 2.070 4.281
H44 2.333 2.687 4.468

Properties
charge: 0
Kohn-Sham gap (alpha / beta): 5.4272 / 4.5340 eV
ΔE to the lowest compared entry with this formula, charge and spin: 0.000 eV
max |F|: 0.0275 hartree/bohr
HOMO (alpha / beta): -6.745 / -6.738 eV